103
Properties=species:S:1:pos:R:3:forces:R:3 method="wB97M-V/def2-TZVPD" de_lowest_kj_mol=0.0 e_homo_ev="-2.4 / -3.9" lumo_energy_ev="2.3 / 2.3" orbital_gap_ev="4.6 / 6.1" spin_multiplicity=2 charge=-1
H -4.862019 -0.454141 -5.261239 0.004 0.000 -0.011
H -0.824027 -1.093453 -6.540770 -0.012 0.000 -0.013
H -4.936324 -0.496319 -0.875074 0.031 -0.010 -0.024
H 4.980886 -3.385431 2.766642 0.015 0.003 0.003
C -4.066629 -3.973405 -1.714226 -0.006 0.015 0.025
H 3.868123 1.116550 -4.208773 0.007 0.004 -0.002
C 1.947796 -2.265289 1.694012 0.075 -0.097 0.137
O 1.801458 0.785712 3.547043 0.201 0.007 -0.041
C 3.673260 1.591636 6.516429 -0.042 -0.001 -0.037
H -4.307498 2.106613 1.122251 0.010 -0.026 0.000
H -4.639982 -0.788640 0.837342 -0.011 0.020 0.006
C -1.653309 1.710215 -2.575346 0.037 0.074 0.015
H 4.382898 4.169753 -2.391763 0.009 -0.004 0.037
C 1.444466 2.401378 6.778286 -0.015 0.000 -0.007
C 3.941478 0.335639 0.123228 0.289 0.286 0.361
H -5.823115 -1.776694 -0.032772 0.006 -0.020 0.002
C -3.412964 3.338940 -2.476882 0.014 -0.007 -0.051
C -3.052853 1.257123 3.116172 0.023 0.017 0.055
O -0.389540 -1.890365 1.319339 -0.080 -0.152 -0.024
C 2.706176 2.249267 7.301745 0.041 0.005 0.032
C 2.921650 -3.093261 2.340343 0.044 -0.020 -0.032
C 1.298937 -1.574761 -1.992139 0.097 -0.099 -0.041
H -3.271055 -4.702708 -1.875532 -0.020 -0.016 -0.027
C -1.186587 -1.277675 -4.437617 -0.063 0.000 -0.080
C -3.441906 -0.916005 -3.723772 -0.008 0.018 0.004
C 0.196526 -2.312962 -1.576166 -0.129 -0.051 -0.039
C -1.965535 1.243941 -1.296837 -0.007 -0.256 -0.061
C 2.546125 -2.181525 -2.085748 -0.009 0.071 -0.002
C 4.639754 -1.630506 1.528338 0.042 0.057 -0.036
O 1.595349 1.715019 -3.468332 -0.095 -0.105 0.049
C 3.650022 3.997509 -1.606505 -0.054 -0.013 -0.047
H 4.675148 1.453140 6.911085 0.007 0.002 0.005
C 1.267326 3.456058 -1.357787 -0.173 0.077 -0.041
H -0.822206 1.257774 -3.096213 0.058 -0.024 -0.031
C -3.327954 1.675773 0.851126 -0.174 0.037 0.073
H 0.612666 2.596475 -1.486382 0.174 -0.014 -0.078
O 5.188088 0.340919 -0.427092 -0.053 -0.058 -0.106
C -1.566898 -1.046724 -5.754066 0.014 -0.006 0.034
K 0.196415 0.571497 1.646665 0.190 0.315 -0.107
C -3.701763 2.908435 -1.196887 -0.005 0.001 0.035
C 3.618039 -0.881630 0.938249 -0.105 -0.022 -0.190
H -4.121112 1.519987 3.169990 0.001 -0.019 -0.003
H 3.682040 -3.976095 -1.796263 0.003 -0.007 -0.005
C -2.247604 2.315658 3.878143 -0.055 -0.010 0.009
C -3.105139 -3.466382 1.266458 0.022 -0.010 -0.059
H 4.660059 1.817691 -2.774493 0.007 -0.013 -0.003
H 5.664413 -1.280679 1.539211 0.009 -0.057 0.054
C -0.278527 2.176115 5.094172 -0.129 0.084 0.090
C -2.982507 1.886336 -0.565982 0.070 0.056 -0.087
Ge -3.439755 -2.597452 -0.454948 -0.027 0.048 0.127
H -2.709676 2.453639 4.869861 0.008 0.008 -0.014
H 4.340322 2.823342 -4.199596 0.021 0.011 0.010
H -3.988905 4.135847 -2.928817 0.001 0.007 0.001
H -2.452317 -4.331082 1.138407 0.019 0.006 0.012
N 2.337748 -1.154218 0.991358 -0.246 -0.061 0.070
C 3.374519 1.113604 5.270297 0.046 0.017 0.019
N -2.595516 1.170233 1.743916 0.211 -0.016 -0.146
H -0.488969 -4.234450 -0.889159 0.030 0.006 -0.008
O 3.233604 1.291533 -0.031401 -0.161 -0.095 -0.185
H -0.892925 2.602911 5.910092 0.024 -0.005 -0.012
C -2.116597 -1.207415 -3.401379 0.047 0.023 0.060
H 2.949321 2.616781 8.290180 -0.003 0.004 0.004
C 3.958558 2.003775 -3.588158 -0.035 -0.027 -0.002
H 4.116806 0.594403 4.674976 -0.001 -0.004 -0.015
H 0.679957 2.898601 7.370911 -0.006 -0.001 -0.006
H 2.589304 -3.953057 2.902786 0.003 -0.017 -0.001
N -0.848494 1.970861 3.967635 0.121 -0.137 -0.087
C 1.605954 -4.258700 -1.326003 0.035 0.056 -0.011
H 3.327831 4.970764 -1.236277 0.012 0.012 0.011
H -2.357357 3.261388 3.331379 0.004 0.003 0.001
H 0.715468 4.347797 -1.671319 0.006 0.004 0.032
C -3.828227 -0.687688 -5.036522 -0.020 0.004 -0.002
H -0.149566 -1.501365 -4.222979 0.030 -0.006 0.033
C 0.562343 -2.540830 1.790644 0.038 -0.149 0.057
C 2.577391 2.322485 -3.055426 0.018 -0.034 -0.072
H -2.086498 3.076505 -4.153204 0.004 0.002 -0.003
H -2.620878 -2.749724 1.926025 0.001 0.011 0.020
C 2.702491 -3.516345 -1.750206 -0.025 -0.061 0.032
C -2.359498 2.744104 -3.159595 -0.024 0.014 0.031
H -4.190969 -0.848887 -2.941595 0.018 0.001 -0.001
C 4.242716 -2.776786 2.259081 -0.055 0.004 0.002
H -4.047579 -3.800085 1.704850 -0.027 -0.002 -0.037
C 2.068824 1.254662 4.679273 -0.321 0.065 0.127
H -2.902770 0.288048 3.597251 -0.003 -0.014 -0.006
O 0.265397 -3.683814 2.512343 0.012 0.000 -0.073
H -0.698780 -3.708386 2.509147 -0.041 -0.028 0.028
H -4.932302 -4.493721 -1.300954 -0.006 -0.005 0.014
H -4.340882 -3.547663 -2.678570 0.016 0.018 -0.015
N 2.488166 3.300758 -2.127881 0.023 0.019 0.111
C -4.858107 -1.272250 -0.114748 -0.030 -0.052 0.015
H -3.185296 -0.566347 -7.081170 0.003 0.003 -0.004
H 1.203605 -0.522962 -2.232574 -0.012 0.083 -0.018
C 1.089848 1.944841 5.497192 0.111 -0.061 -0.014
C 0.359910 -3.656977 -1.245450 -0.034 0.032 -0.010
H -4.500222 3.387708 -0.640678 0.004 -0.004 0.014
H 5.594220 -0.516624 -0.233981 -0.024 0.000 -0.041
H 1.525135 3.547624 -0.303112 0.020 -0.016 0.040
O -1.278583 0.174159 -0.809826 -0.275 0.385 0.016
H 3.403897 -1.596193 -2.398292 -0.012 0.004 -0.002
C -2.887887 -0.749217 -6.055881 0.000 -0.004 0.013
Ge -1.558263 -1.493781 -1.531110 0.219 -0.093 0.122
H 1.726324 -5.296081 -1.039998 0.010 -0.003 0.003
H 4.105066 3.435219 -0.788416 0.025 0.015 0.018